Entry from the OMol25 dataset: one molecule with the formula C3H4Cl2N2 (wB97M-V/def2-TZVPD).

Calculated values
HOMO level = -9.721 eV
Structure (SMILES) = C=C/C=N/N(Cl)Cl
Gap between HOMO and LUMO = 9.17 eV
Relative energy (zero: lowest compared OMol25 entry of this formula, charge and spin) = 85.6 kcal/mol
Electronic energy = -31196.384 eV

Positions of all 11 atoms, in Å:
1 C -0.647 0.125 -0.500
2 C 0.435 0.657 0.117
3 C 1.669 -0.092 0.185
4 N 2.675 0.505 0.738
5 N 4.054 0.064 0.734
6 Cl 4.797 1.108 -0.529
7 Cl 4.148 -1.572 0.168
8 H -1.413 0.758 -0.767
9 H -0.806 -0.923 -0.704
10 H 0.658 1.650 0.547
11 H 1.927 -1.036 -0.266

***

Entry from the OMol25 dataset: a 2-piece molecular cluster, C32H35N2OS overall (wB97M-V/def2-TZVPD).

Calculated values
HOMO level = -8.958 eV
Gap between HOMO and LUMO = 4.63 eV
Electronic energy = -49607.543 eV
Net charge = +1

Positions of all 71 atoms, in Å:
1 C -1.836 -0.981 1.564
2 O -1.351 0.267 2.063
3 C -0.313 0.985 1.514
4 C 0.970 0.708 2.170
5 C 2.200 0.753 1.490
6 C 3.394 0.459 2.147
7 C 3.383 0.169 3.511
8 C 2.172 0.151 4.210
9 C 0.974 0.385 3.547
10 C -0.791 2.145 0.888
11 N -0.219 3.396 0.869
12 C 1.093 3.667 1.444
13 C -1.030 4.379 0.351
14 C -0.501 5.756 0.128
15 C -2.311 3.955 0.149
16 C -3.473 4.784 -0.260
17 S -2.521 2.309 0.568
18 H -2.672 -1.224 2.224
19 H -2.182 -0.878 0.525
20 H -1.045 -1.731 1.650
21 H 2.199 1.034 0.438
22 H 4.332 0.486 1.587
23 H 4.324 -0.031 4.024
24 H 2.154 -0.049 5.281
25 H 0.021 0.364 4.077
26 H 1.243 4.749 1.457
27 H 1.154 3.296 2.475
28 H 1.891 3.217 0.844
29 H -1.220 6.301 -0.493
30 H -0.379 6.325 1.063
31 H 0.463 5.756 -0.402
32 H -3.132 5.716 -0.718
33 H -4.102 4.250 -0.983
34 H -4.106 5.042 0.602
35 C 3.645 -1.184 -0.927
36 C 2.464 -1.957 -0.510
37 N 2.588 -3.198 0.025
38 C 3.857 -3.842 0.335
39 C 1.336 -3.792 0.187
40 C 0.371 -2.873 -0.290
41 C -0.962 -3.263 -0.323
42 C -1.313 -4.529 0.160
43 C -0.343 -5.413 0.651
44 C 1.013 -5.051 0.671
45 C 1.073 -1.648 -0.654
46 C 0.459 -0.445 -1.038
47 C -0.648 -0.416 -1.951
48 C -0.990 -1.504 -2.802
49 C -2.116 -1.459 -3.611
50 C -2.936 -0.325 -3.641
51 C -4.176 -0.307 -4.481
52 C -2.581 0.778 -2.853
53 C -1.409 0.771 -2.116
54 H 3.304 -0.333 -1.529
55 H 4.195 -0.791 -0.059
56 H 4.339 -1.793 -1.530
57 H 3.641 -4.842 0.714
58 H 4.489 -3.916 -0.560
59 H 4.405 -3.281 1.104
60 H -1.707 -2.583 -0.729
61 H -2.364 -4.825 0.154
62 H -0.647 -6.389 1.024
63 H 1.796 -5.711 1.035
64 H 0.969 0.498 -0.861
65 H -0.348 -2.386 -2.817
66 H -2.371 -2.325 -4.222
67 H -4.644 0.680 -4.454
68 H -3.978 -0.559 -5.528
69 H -4.907 -1.036 -4.110
70 H -3.237 1.651 -2.828
71 H -1.048 1.687 -1.644

***

Entry from the OMol25 dataset: one molecule with the formula C4H8O (wB97M-V/def2-TZVPD).

Calculated values
HOMO level = -9.337 eV
Structure (SMILES) = C/C=C/CO
Gap between HOMO and LUMO = 10.35 eV
Relative energy (zero: lowest compared OMol25 entry of this formula, charge and spin) = 23.2 kcal/mol
Electronic energy = -6324.163 eV

Positions of all 13 atoms, in Å:
1 C 2.093 -0.208 -0.060
2 C 0.596 -0.378 -0.097
3 C -0.222 0.647 -0.018
4 C -1.721 0.493 -0.077
5 H 2.493 -0.605 -1.003
6 H 2.455 0.793 0.156
7 H 2.537 -0.930 0.682
8 H 0.202 -1.433 -0.059
9 H 0.115 1.678 0.019
10 H -2.119 0.985 -0.949
11 H -2.179 0.967 0.799
12 H -2.071 -1.170 0.758
13 O -2.179 -0.837 -0.152

***

Entry from the OMol25 dataset: a 2-piece molecular cluster, C6H15N2O3P overall (wB97M-V/def2-TZVPD).

Calculated values
HOMO level (alpha / beta) = -5.509 / -8.344 eV
2S+1 = 3
Gap between HOMO and LUMO (alpha / beta) = 6.23 / 7.36 eV
⟨S²⟩ = 2.0160
Electronic energy = -24871.246 eV

Positions of all 27 atoms, in Å:
1 C 0.636 -0.733 0.598
2 C -1.118 0.151 -1.082
3 C 2.682 -1.707 -0.492
4 C 2.639 -1.267 1.856
5 C -3.123 -0.854 -0.311
6 C -2.514 1.396 0.555
7 N 1.902 -1.120 0.667
8 N -2.189 0.315 -0.377
9 O -0.653 2.686 -1.898
10 O 0.613 2.263 0.288
11 O 1.343 1.089 -1.900
12 P 0.080 1.571 -0.931
13 H 0.238 -0.655 1.626
14 H 3.318 -0.900 -0.666
15 H 3.182 -2.633 -0.240
16 H 1.983 -1.755 -1.336
17 H 2.213 -0.584 2.588
18 H 2.517 -2.243 2.288
19 H 3.661 -0.969 1.651
20 H -4.136 -0.492 -0.344
21 H -2.960 -1.579 -1.181
22 H -2.856 -1.601 0.392
23 H -1.587 1.882 0.909
24 H -3.221 2.034 0.029
25 H -3.129 0.883 1.350
26 H -0.672 3.496 -1.244
27 H 1.152 1.327 -2.795

***

Entry from the OMol25 dataset: a 2-piece molecular cluster, CClO2S overall (wB97M-V/def2-TZVPD).

Calculated values
HOMO level = -2.870 eV
Gap between HOMO and LUMO = 6.48 eV
Relative energy (zero: lowest compared OMol25 entry of this formula, charge and spin) = 4.2 kcal/mol
Electronic energy = -28491.649 eV
Net charge = -1

Positions of all 5 atoms, in Å:
1 C 0.876 -0.060 -0.832
2 O 0.458 -0.732 -1.677
3 O 1.417 0.600 -0.060
4 S -1.287 0.437 2.271
5 Cl -1.465 -0.244 0.297

***

Entry from the OMol25 dataset: C2H12N4 as an isolated structure (wB97M-V/def2-TZVPD).

Calculated values
HOMO level = -6.996 eV
Gap between HOMO and LUMO = 7.55 eV
Relative energy (zero: lowest compared OMol25 entry of this formula, charge and spin) = 121.1 kcal/mol
Electronic energy = -8223.515 eV

Positions of all 18 atoms, in Å:
1 C -1.730 -0.659 -0.821
2 C -1.083 1.267 0.303
3 N -1.037 -1.700 -0.399
4 H -0.027 -1.734 -0.668
5 H -1.232 -2.060 0.525
6 H -2.749 -0.533 -0.483
7 H -1.429 -0.217 -1.759
8 H -1.970 1.192 0.935
9 H -0.445 1.948 0.886
10 H -1.372 1.831 -0.585
11 N 1.163 -0.292 0.618
12 N 1.565 -0.916 -0.623
13 N 2.106 0.742 0.917
14 H -0.022 0.384 0.362
15 H 1.748 -0.226 -1.360
16 H 2.456 -1.387 -0.463
17 H 1.739 1.677 0.706
18 H 2.318 0.685 1.908

***

Entry from the OMol25 dataset: a 2-piece molecular cluster, C10H17NO4 overall (wB97M-V/def2-TZVPD).

Calculated values
HOMO level (alpha / beta) = -9.429 / -9.400 eV
Gap between HOMO and LUMO (alpha / beta) = 7.44 / 7.60 eV
Relative energy (zero: lowest compared OMol25 entry of this formula, charge and spin) = 123.9 kcal/mol
Electronic energy = -20319.331 eV

Positions of all 32 atoms, in Å:
1 N -1.389 -4.314 0.527
2 O -0.792 -5.056 -0.263
3 O -2.201 -4.622 1.412
4 C 1.264 2.760 -2.492
5 C 0.367 2.299 -1.389
6 C -0.681 3.008 -0.921
7 C 0.624 0.908 -0.786
8 C -0.588 -0.015 -0.998
9 C -0.376 -1.431 -0.523
10 C -0.177 -1.400 1.109
11 C 1.165 -0.438 1.234
12 C 0.922 0.977 0.716
13 O 1.658 -0.328 2.541
14 C -1.345 -0.797 1.892
15 O 0.015 -2.636 1.391
16 H 1.990 1.986 -2.745
17 H 0.694 3.017 -3.391
18 H 1.810 3.670 -2.218
19 H -1.304 2.592 -0.126
20 H -0.929 3.992 -1.324
21 H 1.508 0.464 -1.276
22 H -1.451 0.443 -0.501
23 H -0.802 -0.051 -2.076
24 H -1.265 -2.059 -0.691
25 H 0.541 -1.895 -0.952
26 H 1.928 -0.898 0.560
27 H 1.845 1.571 0.817
28 H 0.137 1.536 1.245
29 H 1.635 -1.202 2.975
30 H -1.606 0.179 1.472
31 H -2.156 -1.530 1.831
32 H -1.042 -0.729 2.948

***

Entry from the OMol25 dataset: a 8-piece molecular cluster, C20H54BF4N12O8 overall (wB97M-V/def2-TZVPD).

Calculated values
HOMO level = -5.973 eV
Gap between HOMO and LUMO = 8.34 eV
Electronic energy = -67436.269 eV
Net charge = -1

Positions of all 99 atoms, in Å:
1 B 0.914 1.411 -0.017
2 F 1.148 2.778 -0.179
3 F 1.974 0.630 -0.493
4 F 0.708 1.149 1.341
5 F -0.248 1.042 -0.749
6 C -3.354 -0.283 -2.646
7 O -2.380 -1.209 -3.052
8 C -1.885 -1.979 -1.962
9 C -0.914 -2.982 -2.537
10 N 0.097 -2.418 -3.417
11 C 1.075 -1.642 -2.675
12 C 2.145 -1.065 -3.564
13 O 2.778 -2.046 -4.369
14 C 3.826 -2.719 -3.698
15 H -4.239 -0.808 -2.271
16 H -3.524 0.344 -3.521
17 H -2.960 0.415 -1.893
18 H -2.749 -2.472 -1.489
19 H -1.446 -1.285 -1.240
20 H -1.440 -3.834 -2.978
21 H -0.363 -3.537 -1.750
22 H 0.630 -3.188 -3.808
23 H 1.546 -2.255 -1.877
24 H 0.592 -0.851 -2.097
25 H 2.860 -0.511 -2.941
26 H 1.732 -0.303 -4.228
27 H 3.779 -3.762 -4.021
28 H 3.678 -2.746 -2.613
29 H 4.810 -2.294 -3.914
30 C -4.674 0.342 3.592
31 C -3.394 -0.032 2.805
32 C -2.567 1.256 2.716
33 C -1.782 1.650 3.952
34 C -0.904 0.477 4.349
35 C -1.677 -0.838 4.539
36 N -2.562 -1.074 3.397
37 O -3.300 -2.275 3.595
38 C -0.614 -1.934 4.623
39 C -2.481 -0.810 5.852
40 C -3.725 -0.403 1.360
41 H -4.463 1.017 4.416
42 H -5.192 -0.548 3.957
43 H -5.330 0.789 2.843
44 H -1.857 1.137 1.889
45 H -3.172 2.099 2.370
46 H -2.420 1.928 4.801
47 H -1.242 2.576 3.741
48 H -0.403 0.709 5.292
49 H -0.152 0.323 3.572
50 H -0.349 -2.319 3.642
51 H 0.258 -1.652 5.209
52 H -1.037 -2.817 5.120
53 H -2.741 -1.826 6.153
54 H -1.853 -0.382 6.639
55 H -3.405 -0.236 5.806
56 H -2.779 -0.594 0.839
57 H -4.168 0.412 0.788
58 H -4.292 -1.335 1.307
59 H -3.038 -2.802 2.834
60 C 0.845 -2.760 0.960
61 O 1.238 -3.922 0.882
62 N -0.486 -2.439 0.872
63 N 1.666 -1.686 1.070
64 H -1.235 -3.092 0.769
65 H -0.735 -1.487 1.088
66 H 2.652 -1.829 1.237
67 H 1.352 -0.781 0.759
68 C -0.342 1.770 -4.607
69 O -0.779 0.634 -4.662
70 N 0.162 2.303 -3.453
71 N -0.401 2.646 -5.669
72 H 0.206 1.709 -2.641
73 H 0.528 3.234 -3.364
74 H 0.090 3.504 -5.498
75 H -0.853 2.444 -6.536
76 C 4.285 2.752 -2.010
77 O 5.129 3.408 -2.613
78 N 4.385 2.416 -0.691
79 N 3.072 2.430 -2.561
80 H 5.186 2.757 -0.193
81 H 3.801 1.721 -0.259
82 H 2.867 2.643 -3.516
83 H 2.335 2.143 -1.945
84 C 5.404 -1.128 0.303
85 O 4.594 -1.765 0.957
86 N 5.118 -0.721 -0.977
87 N 6.692 -0.867 0.687
88 H 4.182 -0.873 -1.313
89 H 5.667 -0.062 -1.499
90 H 7.280 -0.429 0.004
91 H 7.025 -1.102 1.600
92 C -2.058 4.211 -0.071
93 O -2.774 5.209 -0.044
94 N -1.299 3.807 0.994
95 N -2.137 3.297 -1.089
96 H -1.303 4.386 1.811
97 H -0.554 3.157 0.797
98 H -1.526 2.495 -1.065
99 H -2.761 3.448 -1.855

***

Entry from the OMol25 dataset: one molecule with the formula C9H17NO2S (wB97M-V/def2-TZVPD).

Calculated values
HOMO level = -9.604 eV
Structure (SMILES) = CCCCOCCOCCSC#N
Gap between HOMO and LUMO = 10.12 eV
Relative energy (zero: lowest compared OMol25 entry of this formula, charge and spin) = 36.6 kcal/mol
Electronic energy = -26026.907 eV

Positions of all 30 atoms, in Å:
1 C 3.979 1.979 -0.939
2 C 4.557 1.035 0.105
3 C 3.557 -0.042 0.672
4 C 2.680 -0.721 -0.416
5 C 0.827 -1.470 1.028
6 C -0.130 -0.320 0.634
7 C -1.662 -1.440 -0.594
8 C -3.021 -1.053 -0.017
9 C -3.385 1.536 0.501
10 H 4.786 2.620 -1.310
11 H 3.151 2.551 -0.544
12 H 3.670 1.379 -1.802
13 H 4.985 1.538 0.931
14 H 5.322 0.512 -0.399
15 H 2.929 0.316 1.453
16 H 4.169 -0.848 1.047
17 H 3.306 -1.187 -1.161
18 H 2.106 0.028 -0.966
19 H 0.260 -2.396 1.256
20 H 1.213 -1.188 2.045
21 H 0.438 0.657 0.640
22 H -0.884 -0.147 1.432
23 H -1.856 -1.593 -1.692
24 H -1.311 -2.412 -0.255
25 H -3.785 -1.847 -0.174
26 H -2.996 -0.866 1.038
27 N -3.311 2.245 1.421
28 O 1.833 -1.760 0.075
29 O -0.703 -0.418 -0.582
30 S -3.486 0.473 -0.830

***

Entry from the OMol25 dataset: H4O2Sn as an isolated structure (wB97M-V/def2-TZVPD).

Calculated values
HOMO level = -22.550 eV
Gap between HOMO and LUMO = 10.61 eV
Relative energy (zero: lowest compared OMol25 entry of this formula, charge and spin) = 2.9 kcal/mol
Electronic energy = -9971.752 eV
Net charge = +2

Positions of all 7 atoms, in Å:
1 Sn -0.007 0.355 1.263
2 O 1.067 1.233 -0.465
3 H 0.456 1.763 -0.979
4 H 1.929 1.592 -0.675
5 O -1.272 -1.358 0.516
6 H -1.203 -1.357 -0.438
7 H -0.970 -2.228 0.778

***

Entry from the OMol25 dataset: one molecule with the formula C5H10ClIN4 (wB97M-V/def2-TZVPD).

Calculated values
HOMO level = -5.589 eV
Gap between HOMO and LUMO = 4.38 eV
Electronic energy = -31928.668 eV

Positions of all 21 atoms, in Å:
1 N 2.972 -1.738 1.308
2 C 2.103 -0.939 0.621
3 N 1.109 -1.343 -0.151
4 C 0.538 -0.235 -0.626
5 C -0.643 -0.157 -1.490
6 C -1.896 -0.571 -0.707
7 C -2.038 0.260 0.549
8 Cl -2.609 1.944 0.136
9 N 1.171 0.837 -0.158
10 N 2.163 0.399 0.636
11 H 2.889 -1.914 2.290
12 H 3.681 -2.228 0.796
13 H -0.788 0.869 -1.827
14 H -0.493 -0.759 -2.383
15 H -2.762 -0.412 -1.343
16 H -1.864 -1.632 -0.461
17 H -2.745 -0.212 1.223
18 H -1.107 0.366 1.101
19 H 0.947 1.807 -0.339
20 H 2.793 0.996 1.146
21 I -3.421 4.663 -0.319

***

Entry from the OMol25 dataset: C4H6O2 as an isolated structure (wB97M-V/def2-TZVPD).

Calculated values
HOMO level = -9.471 eV
Gap between HOMO and LUMO = 9.52 eV
Relative energy (zero: lowest compared OMol25 entry of this formula, charge and spin) = 102.2 kcal/mol
Electronic energy = -8336.031 eV

Positions of all 12 atoms, in Å:
1 C -0.377 -0.847 -1.548
2 C 0.142 -0.657 0.146
3 O -0.008 -1.663 0.789
4 C 0.387 0.696 0.395
5 C 0.543 1.187 1.774
6 O 0.827 2.335 2.042
7 H -0.455 -0.029 -2.278
8 H -1.261 -1.486 -1.548
9 H 0.498 -1.443 -1.825
10 H 0.672 1.357 -0.419
11 H -0.708 0.113 -0.569
12 H 0.353 0.435 2.564